(1)
2 unconnected molecules or ions with the total composition C4H14N2O2 at a distorted geometry, computed with wB97M-V/def2-TZVPD.

The geometry in XYZ format:
```
22
Properties=species:S:1:pos:R:3:forces:R:3
C -1.52118 -0.10169 0.10506 -0.8566 1.0625 -0.8691
N -1.67680 1.19709 -0.60684 0.8469 0.3308 0.4657
C -0.97809 2.33881 -0.07374 0.7194 0.5229 0.0329
O 0.13810 2.59792 -0.94451 0.5544 -0.6258 -0.7935
C -0.41755 -0.99057 -0.42142 0.9209 -0.7380 0.1539
N 0.87916 -0.59566 0.21815 -0.7745 -0.2534 -0.8931
C 2.03635 -0.87659 -0.67025 0.4505 -0.5948 1.5959
H -2.55649 -0.45940 0.02917 0.6123 -0.9634 0.2210
H -1.29960 0.07288 1.16573 -0.2076 0.0932 -0.1045
H -1.29445 1.10170 -1.54291 -0.3904 -0.0981 -0.1184
H -1.56134 3.25626 -0.13940 -0.4276 -0.1261 0.2824
H -0.66427 2.15602 0.96726 -0.1374 0.1099 -0.2219
H 0.94305 3.04818 -0.66330 -0.6028 0.0346 0.7279
H -0.69084 -2.03761 -0.20630 0.3502 0.1912 0.2633
H -0.16220 -1.00201 -1.48978 -1.1570 0.4643 -0.1882
H 0.77418 0.39192 0.39447 0.4180 0.2023 -0.1187
H 2.68236 -0.03130 -0.91053 -0.5221 0.2925 -0.2487
H 1.78284 -1.47291 -1.55060 -0.1326 0.3673 -0.0179
H 2.67676 -1.50415 -0.04791 0.3363 -0.2805 -0.3394
H 0.86817 -2.47328 1.59700 -0.1550 0.2801 0.2369
H -0.29142 -1.95542 2.40948 -0.5867 0.8350 -0.0028
O 0.33328 -2.66017 2.38116 0.7416 -1.1065 -0.0637
```
Positions in Å, forces in eV/Å.

Results
**E_tot**: -420.73092 hartree
**ΔE to the lowest compared entry with this formula, charge and spin**: 194.8 kJ/mol
**LUMO level**: 0.681 eV

=====

(2)
A molecular structure, C31H48N2NdO6P2 at a distorted geometry, computed with wB97M-V/def2-TZVPD.

The geometry in XYZ format:
```
90
Properties=species:S:1:pos:R:3:forces:R:3
Nd 1.38480 0.46829 -0.19647 -5.2898 1.8126 6.8047
C 1.92359 -0.86791 2.53533 -0.1732 0.6602 -0.2274
C 2.76814 0.24984 2.25778 -0.9947 0.3746 -0.7792
C 0.60933 1.01178 2.57589 0.6399 -0.5955 -0.0637
C 0.62498 -0.39209 2.83468 0.7443 0.8000 -0.6783
C 1.93551 1.42937 2.27497 0.0449 -0.9989 -0.2451
C 2.33829 -2.29036 2.64374 0.1755 -0.6279 0.0796
H 3.25280 -2.48750 2.06798 -0.1480 -0.0133 0.1480
H 1.54616 -2.94681 2.24875 0.2719 0.0879 0.1433
H 2.53291 -2.60497 3.68426 -0.0553 0.1295 -0.3307
C -0.43750 -1.17110 3.50779 -0.6030 -0.2028 0.0039
H -0.38443 -2.23942 3.27334 -0.0531 0.1210 0.0318
H -1.43383 -0.82033 3.23392 0.2519 -0.0472 0.1182
H -0.39446 -1.07871 4.60755 0.1988 0.0043 -0.3623
C -0.57644 1.89728 2.67711 -0.5625 0.3655 0.1345
H -0.67240 2.34979 3.67970 -0.0190 -0.1338 -0.3103
H -1.49800 1.33280 2.46812 0.2301 0.2354 0.0843
H -0.52175 2.72137 1.94906 -0.0897 -0.1504 0.1903
C 2.37563 2.84413 2.09494 0.1406 0.3207 0.1975
H 3.25884 3.04350 2.72045 -0.1908 0.0961 -0.2716
H 1.58163 3.53350 2.40855 0.2481 -0.1050 -0.0967
H 2.64059 3.11178 1.05551 0.0203 0.0614 0.1126
C 4.24991 0.20266 2.26523 0.6300 -0.1181 0.1991
H 4.61816 0.07360 3.29759 0.0106 0.0880 -0.3269
H 4.69350 1.12393 1.87187 0.0297 -0.1269 0.0626
H 4.63936 -0.64725 1.68713 0.0087 0.1784 0.1682
C 1.41243 -1.03397 -2.17828 1.8778 -3.1728 -0.8932
C 2.30048 -1.51185 -1.23369 -0.0624 -1.5750 -3.1137
C 3.80182 -1.48521 -1.45303 0.0593 -0.3780 0.1688
C 4.54606 -0.14847 -1.22017 0.4096 0.0753 0.4852
C 3.69637 1.09108 -1.01584 1.3206 1.3804 -2.5735
C 2.77506 1.51340 -1.94987 3.1081 0.6797 -0.8158
C 2.71422 0.88710 -3.33886 -0.0348 -0.0474 -0.0677
C 1.84891 -0.38582 -3.47357 -0.6542 0.3836 -0.3297
H 4.04108 -1.83104 -2.47217 -0.4034 0.0936 0.2314
H 5.23342 -0.01387 -2.07182 -0.2615 0.3042 0.2053
H 4.24017 -2.24005 -0.78115 -0.1715 0.2926 -0.2062
H 2.40268 -1.08755 -4.11459 -0.1650 -0.1847 0.3991
H 0.38631 -1.42378 -2.17725 0.0649 0.5808 0.6262
H 1.93996 -2.19744 -0.44817 -0.2964 0.5108 -0.1347
H 0.95086 -0.12433 -4.05686 0.2105 -0.1735 0.3562
H 2.32029 1.62539 -4.04736 0.1388 -0.0362 0.3175
H 2.26961 2.49410 -1.86127 0.2387 -0.4970 0.3420
H 3.72887 0.65861 -3.70253 -0.1717 0.1612 0.4586
H 5.19265 -0.27957 -0.34288 -0.2149 0.2469 -0.2572
H 4.07845 1.78292 -0.25000 -0.8426 -0.3636 0.1492
P -0.42844 -3.79129 -0.99147 0.4442 1.0544 0.2945
C -1.56291 -4.07944 0.40656 -0.0255 -0.2798 0.1807
H -2.15095 -4.99222 0.24670 -0.0279 0.1880 0.1873
H -2.23894 -3.21902 0.52435 0.2088 -0.3124 -0.0932
H -0.96673 -4.17667 1.32759 -0.2977 -0.0329 -0.2366
C -1.59493 -3.54997 -2.37525 -0.1102 -0.0808 -0.1198
H -2.38560 -4.31012 -2.34065 0.0618 0.1703 -0.2091
H -1.04406 -3.62741 -3.32433 -0.2321 -0.0083 0.1919
H -2.03609 -2.54124 -2.31376 0.0963 -0.3925 -0.0314
C 0.32504 -5.41310 -1.32292 -0.1042 -0.1492 -0.0214
H 1.01050 -5.29135 -2.17576 -0.2100 -0.1884 0.2627
H -0.43296 -6.17127 -1.55057 0.2458 -0.0488 0.0289
H 0.90951 -5.70566 -0.43807 -0.1646 -0.0399 -0.3174
P -0.59314 3.18017 -1.75913 0.2115 -0.8520 0.2994
C 0.15792 4.84400 -1.80915 0.2882 0.0395 -0.1509
H 0.04178 5.31106 -2.79708 -0.0242 -0.0087 0.3134
H 1.22985 4.73538 -1.58535 -0.2628 0.2676 -0.1037
H -0.29569 5.47654 -1.03829 0.1392 -0.0851 -0.1443
C -0.62156 2.65002 -3.51290 -0.0331 0.1095 -0.0849
H 0.39813 2.40326 -3.84304 -0.3254 0.1583 -0.0081
H -1.03373 3.44459 -4.15100 0.1075 -0.2784 0.0398
H -1.24035 1.74420 -3.58066 0.1572 0.2341 -0.0017
C -2.36172 3.50944 -1.42074 -0.1017 -0.0307 0.2488
H -2.67732 4.48414 -1.81634 0.0418 -0.2691 0.0529
H -2.50807 3.49465 -0.32949 -0.0700 0.1067 -0.3452
H -2.98208 2.71369 -1.85619 0.2600 0.2789 0.0760
O -2.15664 -0.03212 -1.90449 0.3911 0.2233 1.2426
C -1.98105 -0.02308 -0.67881 0.5835 -0.4696 -1.0891
O -0.81298 -0.05612 -0.08281 -0.6842 0.0406 -0.5575
C -3.16614 0.02822 0.23933 -1.2352 0.2372 0.3728
C -4.27496 0.80603 -0.14369 -0.0696 0.1358 0.3844
C -5.30428 1.08549 0.77789 1.7458 -1.3747 0.5140
C -5.32846 0.45041 2.03201 0.2616 0.1094 -0.2560
C -4.28656 -0.43171 2.34410 0.0570 0.4605 -1.4388
C -3.21513 -0.64696 1.46198 -0.2439 0.1998 0.0110
N -4.28746 -1.16267 3.59380 -0.2801 -1.6938 2.6506
O -5.18717 -0.93924 4.42985 1.7296 -0.1428 -1.9273
O -3.38289 -2.01185 3.77619 -1.7502 1.7031 -0.5506
N -6.25707 2.11413 0.46963 -2.5437 2.0745 -0.6022
O -6.13521 2.72347 -0.61332 0.0034 -1.2061 1.8893
O -7.16073 2.36370 1.29785 1.9897 -0.7178 -1.5038
H -4.33167 1.20833 -1.15344 0.0954 0.0621 0.3791
H -6.13274 0.63870 2.73249 0.1114 0.0150 -0.0244
H -2.45136 -1.37395 1.71293 -0.0508 0.2966 0.0630
```
Positions in Å, forces in eV/Å.

Results
**E_tot**: -3014.64516 hartree
**2S+1**: 4
**Net charge**: +1
**LUMO level (spin up / spin down)**: -4.747 / -4.592 eV

=====

(3)
A gas-phase ion, C3H10FIO3PS (charge -1) at a distorted geometry, computed with wB97M-V/def2-TZVPD.

The geometry in XYZ format:
```
20
Properties=species:S:1:pos:R:3:forces:R:3
O -3.42040 -0.61227 -2.04302 0.1556 0.7269 -0.4891
S -2.83975 -0.19766 -0.79175 -0.7691 0.5472 0.2335
O -3.40794 -0.80662 0.37129 0.1237 0.0147 0.5059
F -2.92824 1.46448 -0.54055 1.5234 -3.2338 -2.5915
P -0.65549 -0.65926 -0.70160 1.3929 -0.8164 0.3836
C 1.15296 -1.16726 -0.54540 0.2145 0.4163 -0.5952
C 2.09250 -0.03779 -0.06204 0.4430 -1.1479 0.5036
C 1.86440 0.43420 1.40134 0.1096 0.6166 -0.4280
O 1.82558 1.86070 1.45200 0.0331 -0.1566 0.2022
H -1.04426 -2.03018 -0.78110 -0.3652 0.4040 -0.0880
H -0.45311 0.03838 -1.92106 -0.1617 0.1318 0.2005
H -0.69782 -0.06036 0.58623 -0.2059 0.1313 -0.2680
H 1.48787 -1.45080 -1.56143 -0.2147 -0.0213 0.2492
H 1.23619 -2.09063 0.05078 -0.0477 0.4084 0.1295
H 2.10970 0.80622 -0.76666 -0.3031 -0.0677 0.3285
H 3.11684 -0.44681 -0.09519 -0.2256 0.2239 -0.1616
H 0.96841 0.00730 1.87608 0.0987 0.0080 -0.2639
H 2.71477 0.14865 2.03400 -0.1985 0.0585 -0.1966
H 1.10200 2.17259 0.89553 -0.0543 -0.0275 0.1587
I -4.22424 2.62712 1.14255 -1.5486 1.7836 2.1865
```
Positions in Å, forces in eV/Å.

Results
**E_tot**: -1483.06414 hartree
**Net charge**: -1
**LUMO level**: 2.495 eV